Entry 1:
ORCA calculation (ωB97M-V with the def2-TZVPD basis set) on the molecule C6H11N in a non-equilibrium geometry.

Values from the calculation:
frontier orbital gap = 8.9541 eV
total charge = 0
maximum force = 1.584 eV/A
SMILES = C=C/C(=C/C)NC
ΔE to the lowest compared entry with this formula, charge and spin = 165.18 kJ/mol
lowest unoccupied orbital energy = 0.039 hartree
E_tot = -289.90877 Eh

```
18
Properties=species:S:1:pos:R:3:forces:R:3
C -0.09096 -0.83288 1.93657 -0.49 1.31 0.74
N -0.48105 0.16206 0.95479 -0.07 -0.24 -1.17
C 0.11007 0.13059 -0.34323 0.74 0.46 -0.03
C 0.13434 1.21412 -1.14299 -0.85 -0.59 0.19
C -0.61343 2.48003 -0.84674 0.56 0.22 0.69
C 0.58514 -2.32812 -0.63749 -0.53 0.22 -0.16
C 0.89611 -1.04828 -0.78980 0.52 -0.15 0.32
H -0.47814 -0.46358 2.89775 0.11 -0.18 -0.12
H 0.99182 -0.76894 2.01002 0.02 -0.65 0.01
H -0.50915 -1.82011 1.79054 0.37 -0.42 -0.15
H -1.47135 0.30718 0.85773 -0.24 -0.01 0.36
H 0.59364 1.03987 -2.10887 0.08 0.38 -0.05
H -1.37872 2.74417 -1.57117 -0.01 -0.07 -0.16
H 0.06864 3.33119 -0.73046 0.02 -0.03 -0.41
H -1.06550 2.41281 0.14300 -0.22 -0.11 -0.10
H 1.23267 -3.13833 -0.91552 0.27 -0.07 -0.22
H -0.39560 -2.60534 -0.29398 -0.20 -0.16 0.32
H 1.87149 -0.81644 -1.21014 -0.07 0.08 -0.06
```
Positions in Å, forces in eV/Å.

natural (NBO) atomic charge list, values in e, 2 entries: atom 1 (C): -0.405, atom 2 (N): -0.637

Entry 2:
ORCA calculation (ωB97M-V with the def2-TZVPD basis set) on the molecule C6H11N in a non-equilibrium geometry.

Values from the calculation:
frontier orbital gap = 8.9465 eV
total charge = 0
maximum force = 5.084 eV/A
SMILES = C=C(/C=C/C)NC
ΔE to the lowest compared entry with this formula, charge and spin = 289.11 kJ/mol
lowest unoccupied orbital energy = 0.040 hartree
E_tot = -289.86157 Eh

```
18
Properties=species:S:1:pos:R:3:forces:R:3
C 1.36027 -0.86304 -1.48607 -0.38 -1.26 -1.79
N 1.84367 -0.36465 -0.21604 -4.33 -2.19 -0.95
C 0.95638 0.61263 0.33228 4.72 -0.81 1.72
C 1.60935 1.37467 1.21050 0.43 3.82 1.63
C -2.76681 -0.34897 0.34014 -1.46 -1.81 2.32
C -1.26567 -0.40856 0.44686 -0.70 -1.46 -0.63
C -0.45674 0.60178 0.22153 -1.74 2.47 -1.37
H 1.03046 0.02023 -2.12680 0.20 -1.34 0.30
H 0.50812 -1.52144 -1.22914 0.09 0.55 -0.69
H 2.03924 -1.58433 -2.13344 -0.75 1.79 1.69
H 2.73814 -0.08930 -0.30533 3.45 1.57 0.16
H 1.10710 2.32007 1.66699 0.69 -2.02 -0.62
H 2.74011 1.34612 1.46177 -2.09 -0.30 -0.79
H -3.40311 0.42750 -0.09174 1.09 0.44 -0.36
H -3.13104 -1.31651 -0.09963 0.26 0.81 0.37
H -3.14816 -0.37545 1.44155 0.46 -0.18 -1.64
H -0.89488 -1.47536 0.67221 -0.31 1.93 -0.15
H -0.86644 1.64458 -0.10564 0.37 -2.02 0.80
```
Positions in Å, forces in eV/Å.

natural (NBO) atomic charge list, values in e, 2 entries: atom 1 (C): -0.425, atom 2 (N): -0.608

Entry 3:
ORCA calculation (ωB97M-V with the def2-TZVPD basis set) on the molecule C6H11N in a non-equilibrium geometry.

Values from the calculation:
frontier orbital gap = 8.6666 eV
total charge = 0
maximum force = 4.821 eV/A
SMILES = C=C/C(N)=C/CC
ΔE to the lowest compared entry with this formula, charge and spin = 280.02 kJ/mol
lowest unoccupied orbital energy = 0.022 hartree
E_tot = -289.86503 Eh

```
18
Properties=species:S:1:pos:R:3:forces:R:3
C -2.30368 0.67848 -0.95895 -1.08 -1.17 -0.35
C -1.50808 -0.65698 -0.89836 -2.70 0.59 3.95
N 0.81714 1.07740 -0.19436 1.51 0.64 0.90
C 0.65531 -0.26778 0.28310 -1.07 2.92 2.04
C -0.55600 -0.86169 0.31119 0.84 -1.55 -2.08
C 3.07673 -0.17051 1.04048 -1.66 -0.79 0.97
C 1.78380 -0.65420 1.11681 1.68 -0.84 2.50
H -3.23897 0.38165 -1.51275 0.98 1.00 -0.10
H -1.75807 1.53310 -1.38294 -0.43 -0.36 -0.06
H -2.70206 0.93426 0.00286 0.10 0.37 0.72
H -2.29447 -1.44069 -0.94176 0.60 0.22 0.54
H -1.09564 -0.72334 -1.81126 2.39 -0.51 -3.00
H 0.15353 1.45158 -0.81146 -1.10 -0.10 -0.98
H 0.87106 1.78406 0.58684 0.23 -1.48 -0.97
H -0.59110 -1.79784 0.89861 -0.27 0.40 -0.58
H 3.87016 -0.77860 1.55034 -0.81 1.15 -0.20
H 3.28445 0.84339 0.65898 0.17 -1.09 -0.63
H 1.53590 -1.33229 2.06263 0.63 0.60 -2.69
```
Positions in Å, forces in eV/Å.

natural (NBO) atomic charge list, values in e, 2 entries: atom 1 (C): -0.605, atom 2 (C): -0.429

Entry 4:
ORCA calculation (ωB97M-V with the def2-TZVPD basis set) on the molecule C6H11N in a non-equilibrium geometry.

Values from the calculation:
frontier orbital gap = 9.6536 eV
total charge = 0
maximum force = 6.556 eV/A
SMILES = CC1C[C@@H]2N[C@H]2C1
ΔE to the lowest compared entry with this formula, charge and spin = 569.96 kJ/mol
lowest unoccupied orbital energy = 0.041 hartree
E_tot = -289.75459 Eh

```
18
Properties=species:S:1:pos:R:3:forces:R:3
C 1.91877 -0.07608 -0.57915 2.54 -2.55 3.43
C 0.83624 0.06412 0.52368 0.47 -1.21 -1.37
C -0.14376 -1.27917 0.22917 -1.06 2.35 5.02
C -1.46885 -0.41614 0.42199 2.11 -3.55 0.24
C -1.10475 0.59065 -0.51324 -0.36 -0.10 -3.25
C -0.08880 1.34472 0.27250 1.38 1.07 0.45
H 1.48622 -0.03309 -1.52322 -0.24 0.94 -1.91
H 2.90870 0.44056 -0.30782 -1.69 -0.07 -1.10
H 2.25406 -1.20634 -0.51824 -0.46 1.93 -0.07
H 1.38500 0.05334 1.46287 -0.49 -0.03 0.32
H 0.15480 -1.60732 -0.73898 -0.62 -0.74 -0.48
H -0.16082 -2.00197 1.07338 0.96 -0.08 -0.85
H -1.70116 0.06610 1.35523 0.42 -0.72 0.83
H -3.35252 0.28194 -0.06883 3.30 -1.08 -1.81
H -0.65658 -0.04785 -1.37612 -0.03 2.49 1.08
H 0.44344 2.04727 -0.37141 0.21 0.11 0.11
H -0.32124 1.92383 1.22360 -0.31 -1.03 -1.19
N -2.38877 -0.14457 -0.56540 -6.13 2.27 0.55
```
Positions in Å, forces in eV/Å.

natural (NBO) atomic charge list, values in e, 2 entries: atom 1 (C): -0.621, atom 2 (C): -0.210